The following is a quantum chemistry calculation of a cluster of 2 separate species, C36H32N4O3 in total at a distorted geometry, from the OMol25 dataset.

Properties
Frontier orbital gap in eV: 2.466

Each line ends with the Mulliken charge.
Positions of all 75 atoms, in Å:
C (-7.203, -0.426, -2.982)  -0.39
C (-6.515, -1.590, -3.354)  -0.72
C (-5.125, -1.612, -3.301)  -0.38
C (-4.405, -0.478, -2.866)  0.89
C (-2.951, -0.485, -2.735)  -0.38
N (-2.355, 0.678, -2.545)  -0.60
C (-1.166, 0.934, -2.078)  -0.27
C (-0.563, 2.204, -2.193)  0.10
N (0.049, 3.205, -2.212)  -0.76
C (-2.190, -1.744, -2.735)  0.55
C (-2.649, -2.832, -1.969)  -0.43
C (-1.908, -4.009, -1.902)  -0.78
C (-0.704, -4.108, -2.610)  -0.40
C (-0.235, -3.028, -3.370)  -0.68
C (-0.961, -1.840, -3.409)  -0.19
C (-5.105, 0.692, -2.527)  -0.54
C (-6.498, 0.716, -2.566)  -0.51
H (-8.291, -0.408, -3.031)  0.35
H (-7.053, -2.482, -3.685)  0.36
H (-4.577, -2.507, -3.591)  0.46
H (-0.570, 0.190, -1.523)  0.57
H (-3.591, -2.734, -1.427)  0.57
H (-2.287, -4.846, -1.311)  0.38
H (-0.131, -5.035, -2.573)  0.38
H (0.695, -3.103, -3.939)  0.38
H (-0.600, -0.986, -3.983)  0.45
H (-4.530, 1.565, -2.222)  0.40
H (-7.024, 1.628, -2.279)  0.36
C (1.770, 3.969, 0.581)  -0.83
O (2.789, 2.961, 0.822)  -0.43
C (3.415, 2.479, -0.278)  0.95
C (3.490, 3.167, -1.507)  -0.74
C (4.083, 2.545, -2.600)  -1.05
C (4.635, 1.276, -2.488)  -0.67
C (4.565, 0.602, -1.254)  0.33
O (5.188, -0.577, -1.002)  -0.37
C (6.086, -1.064, -2.033)  -0.98
C (3.894, 1.176, -0.175)  0.57
N (3.879, 0.485, 1.092)  0.58
C (2.804, 0.060, 1.815)  0.06
C (1.430, 0.273, 1.403)  0.94
C (0.372, -0.097, 2.351)  -0.97
C (-0.697, 0.690, 2.598)  -0.21
C (-1.667, 0.401, 3.644)  0.55
C (-2.374, 1.453, 4.273)  -0.38
C (-3.254, 1.202, 5.321)  -0.54
C (-3.469, -0.115, 5.758)  -0.35
C (-2.779, -1.171, 5.147)  -0.64
C (-1.887, -0.919, 4.104)  -0.39
O (1.203, 0.791, 0.291)  -0.44
N (3.284, -0.425, 2.987)  0.07
C (2.550, -0.962, 4.120)  -0.91
C (4.668, -0.346, 2.988)  -0.75
C (5.032, 0.240, 1.830)  -0.35
H (1.342, 4.146, 1.568)  0.25
H (2.220, 4.889, 0.179)  0.37
H (1.013, 3.603, -0.128)  0.33
H (3.000, 4.134, -1.609)  0.23
H (4.118, 3.059, -3.560)  0.38
H (5.145, 0.801, -3.326)  0.38
H (6.520, -1.967, -1.604)  0.26
H (5.544, -1.298, -2.961)  0.35
H (6.871, -0.324, -2.254)  0.42
H (0.498, -1.064, 2.834)  0.48
H (-0.806, 1.627, 2.047)  0.45
H (-2.186, 2.468, 3.923)  0.37
H (-3.779, 2.031, 5.797)  0.37
H (-4.171, -0.317, 6.567)  0.37
H (-2.935, -2.197, 5.483)  0.37
H (-1.351, -1.740, 3.625)  0.39
H (3.278, -1.063, 4.933)  0.31
H (1.749, -0.281, 4.437)  0.42
H (2.137, -1.960, 3.907)  0.33
H (5.238, -0.719, 3.825)  0.43
H (5.991, 0.521, 1.448)  0.54